Record 1
{"formula": "C2H4FN", "method": "the ωB97M-V functional and the def2-TZVPD basis", "multiplicity": 1, "orbital_gap_ev": 10.1, "total_charge": 0, "homo_ha": -0.3602, "e_tot_ha": -233.09454, "e_above_lowest_ev": 3.174, "species": ["C", "C", "N", "F", "H", "H", "H", "H"], "xyz": [[1.245748, -0.293085, -0.040729], [-0.966994, 0.505333, 0.054672], [0.445053, 0.621229, 0.017913], [2.535648, -0.230717, -0.079390], [0.727705, -2.085493, -0.136744], [-1.372907, 0.938787, -0.860568], [-1.331383, 1.085513, 0.901215], [-1.282871, -0.541570, 0.143630]], "forces_ev_per_angstrom": [[-1.87, -3.66, -0.23], [-0.52, -0.17, -0.02], [1.10, 0.22, -0.01], [0.50, 0.02, -0.01], [1.04, 3.65, 0.23], [-0.08, -0.04, 0.09], [-0.14, -0.07, -0.04], [-0.04, 0.05, -0.01]], "nbo_charge": [0.68, -0.42, -0.49, -0.30, -0.09, 0.21, 0.21, 0.20]}


Record 2
{"formula": "C2H4FN", "method": "the ωB97M-V functional and the def2-TZVPD basis", "multiplicity": 3, "orbital_gap_ev": [8.2, 9.3], "total_charge": 0, "homo_ha": [-0.2546, -0.4142], "e_tot_ha": -232.99370, "e_above_lowest_ev": 1.343, "species": ["C", "C", "N", "F", "H", "H", "H", "H"], "xyz": [[-1.151180, -0.103141, -0.334807], [0.683933, 1.503076, -0.006640], [-0.368237, 0.787430, 0.022537], [-2.071896, -0.718714, 0.473070], [0.378337, -2.538736, -0.743069], [1.551281, 1.308320, 0.595608], [0.504093, 2.560401, -0.013278], [0.473668, -2.798637, 0.006581]], "forces_ev_per_angstrom": [[1.44, 2.27, 1.22], [4.19, 3.92, -0.45], [-6.34, -6.30, 0.04], [0.61, 0.36, -0.61], [0.22, -0.59, 1.65], [0.17, -0.79, 0.29], [-0.09, 0.56, -0.50], [-0.21, 0.56, -1.65]], "mulliken_spin": [0.91, 0.75, 0.15, 0.11, 0.00, 0.04, 0.03, 0.01]}


Record 3
{"formula": "C2H4FN3", "method": "the ωB97M-V functional and the def2-TZVPD basis", "multiplicity": 1, "orbital_gap_ev": 9.9, "total_charge": 0, "homo_ha": -0.3480, "e_tot_ha": -342.59233, "e_above_lowest_ev": 3.554, "species": ["C", "C", "N", "N", "N", "F", "H", "H", "H", "H"], "xyz": [[-0.062140, -0.074722, 0.280985], [1.370136, -0.362939, -0.265857], [2.026632, 0.899983, -0.308936], [1.197235, 1.754940, 0.039404], [0.013398, 1.316888, 0.379436], [2.040907, -1.346054, 0.323118], [-0.734748, -0.468485, -0.340454], [-0.296510, -0.530783, 1.189117], [1.383398, -1.034590, -1.761713], [-0.566715, 1.931518, 0.983557]], "forces_ev_per_angstrom": [[3.12, -0.37, 0.81], [-1.00, -2.19, -4.21], [-0.02, -0.77, -0.26], [1.10, 2.46, 0.57], [-1.71, 1.57, 0.34], [0.59, -0.23, 1.09], [-2.80, -0.91, -2.92], [0.27, -0.90, 1.96], [-0.42, 2.14, 3.57], [0.87, -0.79, -0.95]], "nbo_charge": [-0.33, 0.41, -0.29, 0.06, -0.41, -0.34, 0.22, 0.21, 0.06, 0.41]}


Record 4
{"formula": "C2H4FN3", "method": "the ωB97M-V functional and the def2-TZVPD basis", "multiplicity": 1, "orbital_gap_ev": 11.0, "total_charge": 0, "homo_ha": -0.3855, "e_tot_ha": -342.69217, "e_above_lowest_ev": 0.837, "species": ["C", "C", "N", "N", "N", "H", "H", "H", "F", "H"], "xyz": [[-0.218289, -0.340807, -0.365667], [-0.563019, 0.685921, 0.566924], [0.606316, 1.172784, 0.988984], [1.580620, 0.635903, 0.303256], [1.141250, -0.235353, -0.546969], [-0.910722, -0.952295, -0.978355], [-1.426529, 1.146683, 1.011806], [0.944340, 2.010418, 1.504992], [0.938571, -2.102302, -2.174446], [1.080198, -1.294931, -1.554231]], "forces_ev_per_angstrom": [[-1.48, 2.62, 0.94], [-0.50, -1.29, -0.41], [1.26, 0.55, -0.77], [2.81, -0.24, -0.84], [-2.22, 0.33, 1.82], [0.92, 0.43, 0.62], [-0.55, -0.59, -0.31], [-1.15, -1.06, -0.27], [0.06, 1.52, 1.06], [0.84, -2.26, -1.83]], "nbo_charge": [-0.11, -0.08, -0.32, -0.04, -0.30, 0.26, 0.23, 0.44, -0.63, 0.54]}


Record 5
{"formula": "C2H4FNO", "method": "the ωB97M-V functional and the def2-TZVPD basis", "multiplicity": 1, "orbital_gap_ev": 9.6, "total_charge": 0, "homo_ha": -0.3704, "e_tot_ha": -308.28547, "e_above_lowest_ev": 5.372, "species": ["O", "N", "C", "F", "C", "H", "H", "H", "H"], "xyz": [[-0.783913, -3.609099, 2.760980], [0.290620, -3.379663, 2.365608], [1.062482, -2.822898, 1.686479], [2.311019, -2.577780, 1.574974], [0.842043, 0.491057, -0.882769], [1.340886, 1.365569, -1.450316], [0.105284, 0.977599, -0.149258], [0.358606, -0.055347, -1.623346], [1.581667, -0.281368, -0.463018]], "forces_ev_per_angstrom": [[-2.49, -1.42, 1.56], [0.41, 0.93, -0.63], [1.12, 0.44, -0.86], [0.96, 0.05, -0.08], [1.45, 1.78, 1.11], [-0.34, -1.51, 1.14], [1.22, -1.17, -0.89], [-1.41, -0.83, -1.25], [-0.91, 1.71, -0.11]], "nbo_charge": [-0.35, 0.13, 0.46, -0.25, -0.86, 0.22, 0.22, 0.21, 0.21]}


Record 6
{"formula": "C2H4FNO", "method": "the ωB97M-V functional and the def2-TZVPD basis", "multiplicity": 1, "orbital_gap_ev": [7.9, 8.4], "total_charge": 0, "homo_ha": [-0.2849, -0.3239], "e_tot_ha": -308.29957, "e_above_lowest_ev": 4.989, "species": ["C", "C", "N", "O", "F", "H", "H", "H", "H"], "xyz": [[0.007880, -0.056464, -0.203259], [0.044331, 1.291588, 0.404941], [3.169097, -0.093094, 0.263809], [2.808316, -0.804463, -0.560580], [-0.251626, 2.441848, -0.247344], [-0.883574, -0.107444, -0.867598], [-0.064966, -0.821814, 0.584374], [0.805179, -0.510065, -0.907458], [0.474028, 1.480275, 1.345092]], "forces_ev_per_angstrom": [[-0.57, -0.61, -1.75], [0.39, -0.45, -0.53], [-0.28, -0.38, -0.47], [0.76, 0.31, 0.50], [0.04, -0.83, -0.32], [0.15, -0.16, 0.58], [-0.22, 0.41, -0.08], [-0.72, 1.46, 1.06], [0.45, 0.25, 1.02]], "nbo_charge": [-0.75, 0.26, 0.20, -0.19, -0.34, 0.23, 0.23, 0.23, 0.14]}


Record 7
{"formula": "C2H4FPS", "method": "the ωB97M-V functional and the def2-TZVPD basis", "multiplicity": 1, "orbital_gap_ev": 9.6, "total_charge": 0, "homo_ha": -0.3335, "e_tot_ha": -917.89239, "e_above_lowest_ev": 1.836, "species": ["F", "C", "P", "C", "S", "H", "H", "H", "H"], "xyz": [[-0.183120, 5.223362, 0.197283], [0.419123, 4.637211, -0.749790], [1.196993, 3.979897, -1.936051], [-0.079792, 2.039874, 0.418274], [-0.130198, 0.464423, -0.477666], [-0.469547, 1.820655, 1.377951], [-0.482231, 2.800512, -0.164697], [0.861595, 2.393867, 0.675077], [1.011061, 0.607485, -1.346855]], "forces_ev_per_angstrom": [[-0.29, 0.09, 0.43], [1.47, -0.31, -2.15], [-0.82, 0.92, 1.17], [0.11, -1.81, 0.02], [1.78, 0.15, -1.20], [-1.29, 0.04, 0.73], [-1.55, 0.83, -0.39], [2.23, 0.12, 0.08], [-1.63, -0.03, 1.30]], "nbo_charge": [-0.28, -0.08, 0.36, -0.72, -0.06, 0.23, 0.21, 0.22, 0.13]}


Record 8
{"formula": "C2H4I2", "method": "the ωB97M-V functional and the def2-TZVPD basis", "multiplicity": 3, "orbital_gap_ev": [8.4, 6.5], "total_charge": 0, "homo_ha": [-0.2878, -0.3597], "e_tot_ha": -673.89477, "e_above_lowest_ev": 0.000, "species": ["C", "C", "I", "I", "H", "H", "H", "H"], "xyz": [[-0.715938, -0.551424, -0.241610], [0.548919, 0.178185, -0.339401], [2.346520, -0.772481, 0.000686], [0.323943, 2.300518, 2.115367], [-0.831967, -1.038436, 0.729132], [-1.555744, 0.119588, -0.413961], [-0.741627, -1.353739, -0.988542], [0.625894, 1.117787, -0.861671]], "forces_ev_per_angstrom": [[-0.13, -0.45, -0.02], [0.53, 0.11, -0.29], [-0.24, 0.20, 0.07], [0.04, 0.11, 0.21], [-0.06, 0.04, 0.06], [-0.05, -0.01, 0.02], [-0.20, -0.02, -0.03], [0.11, 0.02, -0.02]], "mulliken_spin": [-0.06, 0.88, 0.10, 0.98, 0.04, 0.00, 0.07, -0.01]}